(1)
C30H26NP2PdTe4 | ωB97M-V/def2-TZVPD

Geometry (Å):
Pd (0.7864, -1.0207, -0.2418)
C (2.8345, 1.5187, 0.0124)
P (1.5706, 1.0781, -1.2552)
C (2.3872, 1.3534, -2.8488)
C (3.4250, 0.5029, -3.2295)
C (4.1329, 0.7366, -4.3964)
C (3.8118, 1.8250, -5.1949)
C (2.7951, 2.6874, -4.8134)
C (2.0843, 2.4592, -3.6452)
C (0.2582, 2.3060, -1.1632)
C (0.3093, 3.3953, -0.3007)
C (-0.7146, 4.3340, -0.3167)
C (-1.7818, 4.1881, -1.1901)
C (-1.8471, 3.0860, -2.0353)
C (-0.8340, 2.1434, -2.0184)
C (2.2972, 1.0895, 1.3369)
C (2.3463, 1.6299, 2.6113)
C (1.5577, 0.8024, 3.4431)
C (1.0743, -0.2200, 2.6484)
C (0.2176, -1.4183, 2.9033)
P (-0.7697, -1.7120, 1.3670)
C (-2.2063, -0.6370, 1.5263)
C (-3.3601, -1.1082, 2.1571)
C (-4.4182, -0.2473, 2.3944)
C (-4.3235, 1.0862, 2.0205)
C (-3.1720, 1.5588, 1.4094)
C (-2.1130, 0.6998, 1.1579)
C (-1.3591, -3.4110, 1.3565)
C (-0.7297, -4.4033, 2.1066)
C (-1.1763, -5.7155, 2.0406)
C (-2.2513, -6.0446, 1.2295)
C (-2.8828, -5.0605, 0.4804)
C (-2.4376, -3.7517, 0.5382)
N (1.5352, -0.0327, 1.3793)
H (3.0727, 2.5834, -0.0188)
H (3.7388, 0.9667, -0.2670)
H (3.7078, -0.3286, -2.5943)
H (4.9384, 0.0719, -4.6786)
H (4.3616, 2.0071, -6.1085)
H (2.5548, 3.5471, -5.4243)
H (1.2989, 3.1439, -3.3603)
H (1.1286, 3.5132, 0.3962)
H (-0.6705, 5.1826, 0.3532)
H (-2.5703, 4.9290, -1.2088)
H (-2.6850, 2.9652, -2.7089)
H (-0.8856, 1.2792, -2.6732)
H (2.8895, 2.5131, 2.9069)
H (1.3864, 0.9238, 4.5001)
H (-0.4589, -1.2822, 3.7487)
H (0.8326, -2.3009, 3.1110)
H (-3.4346, -2.1433, 2.4640)
H (-5.3136, -0.6171, 2.8756)
H (-5.1495, 1.7589, 2.2100)
H (-3.0920, 2.5984, 1.1262)
H (-1.2163, 1.0719, 0.6832)
H (0.1030, -4.1704, 2.7582)
H (-0.6861, -6.4770, 2.6318)
H (-2.6013, -7.0670, 1.1835)
H (-3.7234, -5.3128, -0.1517)
H (-2.9419, -2.9897, -0.0422)
Te (-0.6741, -1.9989, -2.1963)
Te (1.9187, -2.6202, -2.1871)
Te (2.3691, -3.1297, 0.4546)
Te (4.7553, -2.3154, 0.7477)

Properties
HOMO-LUMO gap (alpha / beta) ... 4.82 / 4.81 eV
Total energy ... -3096.0707 Ha
E_LUMO (alpha / beta) ... -5.3 / -5.3 eV
Charge ... +1



(2)
C6H12NO2 | ωB97M-V/def2-TZVPD

Geometry (Å):
C (-0.7521, -0.5760, 0.4855)
C (1.9397, -1.0580, 0.5464)
C (2.6133, -0.6678, -0.8383)
C (-3.0387, -0.2518, -0.2468)
C (0.8274, 1.3639, 0.7004)
C (-1.6066, -0.2336, -0.5955)
N (0.7464, -0.0370, 0.2464)
O (-0.8573, -1.2568, 1.4237)
O (1.4275, -0.0372, -1.2678)
H (1.4164, -1.9595, 0.5238)
H (2.5214, -0.8106, 1.5113)
H (3.3232, 0.0565, -0.6293)
H (3.0940, -1.3991, -1.5692)
H (-3.2957, 0.5209, 0.5306)
H (-3.7317, -0.2427, -1.0197)
H (-3.1343, -1.2303, 0.1436)
H (1.8592, 1.8291, 0.5588)
H (0.0685, 2.0337, 0.2506)
H (0.6251, 1.3010, 1.8449)
H (-1.5041, -1.0720, -1.4233)
H (-1.2518, 0.6427, -1.1048)

Properties
HOMO-LUMO gap (alpha / beta) ... 9.33 / 7.57 eV
Total energy ... -440.5352 Ha
Multiplicity ... 3
E_LUMO (alpha / beta) ... -3.2 / -7.6 eV
Charge ... +1
Expectation value of S² ... 2.009